one) Formula: C4H6O2
Source: the Open Molecules 2025 dataset
Level of theory: the ωB97M-V functional and the def2-TZVPD basis

```
12
Properties=species:S:1:pos:R:3
C 1.43 0.90 -0.57
H -1.40 -2.39 0.44
H 1.69 -0.55 0.94
H -1.37 0.70 0.54
C -1.22 -1.36 0.11
H -0.81 -1.25 -0.89
H 0.66 2.40 -1.39
H -1.99 -0.45 1.85
O 0.36 1.64 -0.86
C 1.41 -0.45 -0.12
O 2.59 1.19 -0.82
C -1.53 -0.32 0.87
```

Its molar mass is 86.09 g mol⁻¹. The charge is 0. The frontier orbital gap comes out at 8.911 eV.

***

two) Formula: C4H6O2
Source: the Open Molecules 2025 dataset
Level of theory: the ωB97M-V functional and the def2-TZVPD basis

```
12
Properties=species:S:1:pos:R:3
H 1.20 0.65 1.09
H 1.67 0.04 -1.14
C 0.32 0.29 0.56
H 0.51 -2.08 -0.93
H 0.08 2.00 -0.93
H -1.29 0.79 -0.82
C 0.64 -0.18 -0.86
C -0.72 -0.27 1.46
O 0.11 -1.33 -1.40
H -0.37 -0.64 2.44
O -1.90 -0.27 1.21
C -0.23 1.00 -0.67
```

Its molar mass is 86.09 g mol⁻¹. Its SMILES is O=C[C@@H]1C[C@@H]1O. The charge is 0. The frontier orbital gap comes out at 10.603 eV.

***

three) Formula: C4H6O2
Source: the Open Molecules 2025 dataset
Level of theory: the ωB97M-V functional and the def2-TZVPD basis

```
12
Properties=species:S:1:pos:R:3
H -0.18 -1.59 -2.52
O 1.49 1.74 1.74
H 0.48 0.06 -2.27
C -0.73 0.29 -0.05
C 1.08 0.63 1.53
H 1.78 -0.21 1.37
H -0.97 1.09 1.86
C -0.40 0.28 1.42
H -1.28 -0.17 -2.34
H -0.58 -0.68 1.92
O -0.34 -0.82 -0.61
C -0.34 -0.63 -2.05
```

Its molar mass is 86.09 g mol⁻¹. The charge is 0. The frontier orbital gap comes out at 8.997 eV.

***

four) Formula: C4H6O2
Source: the Open Molecules 2025 dataset
Level of theory: the ωB97M-V functional and the def2-TZVPD basis

```
12
Properties=species:S:1:pos:R:3
O 0.86 -0.91 -0.08
H 0.12 0.30 1.53
H -0.57 0.79 -1.48
H -1.65 -1.24 -0.50
O 2.38 0.71 0.25
C -0.86 0.82 -0.44
H -1.17 1.78 -0.05
C 2.08 -0.38 -0.16
H 2.73 -1.11 -0.65
C -0.11 -0.06 0.52
H -2.31 -0.29 0.90
C -1.51 -0.41 0.16
```

Its molar mass is 86.09 g mol⁻¹. Its SMILES is O=COC1CC1. The charge is 0. The frontier orbital gap comes out at 11.634 eV.

***

Going by the computed energies, the most stable comes first: four), two), three), one).

***

one) Formula: C32H36N5PRuS3SeSi
Source: the Open Molecules 2025 dataset
Level of theory: the ωB97M-V functional and the def2-TZVPD basis

```
80
Properties=species:S:1:pos:R:3
C -3.41 -1.26 -5.39
C -3.29 4.11 4.50
C -1.05 3.83 -0.40
C -3.25 -0.79 -4.08
S 0.06 1.45 1.28
N -1.61 -3.43 -2.41
H -0.33 6.92 -2.49
Se -1.13 -2.90 0.41
H -2.43 -0.63 -1.26
C -0.51 6.05 -1.91
P -1.65 2.47 0.58
H -3.77 -0.58 -6.14
C 3.70 -1.37 3.15
H -0.57 1.21 -1.54
Si 3.49 -2.91 0.47
C 0.25 5.75 -0.80
H 4.62 -1.36 -1.12
N 1.39 -0.76 2.89
C -2.63 -1.58 -3.15
H -3.10 -2.94 -6.72
C 1.85 -0.72 -2.29
N 2.32 -1.85 1.16
H 4.84 -4.75 1.23
H -2.06 5.34 -3.26
H 2.66 -1.36 -2.01
H -2.46 1.26 2.96
H -0.01 1.59 -4.11
H 4.58 -1.80 2.76
H 2.65 -3.53 -1.89
H -3.75 4.51 5.37
H -1.74 -5.39 -3.10
C 4.94 -2.00 -0.26
C 3.62 -0.88 4.44
H 5.76 -2.59 -0.64
C -3.21 2.79 4.30
H -2.80 6.09 3.88
S -3.06 1.36 -0.25
C 0.06 4.61 -0.05
H 2.48 -0.01 6.02
H -3.46 2.01 5.04
C 2.46 -0.37 4.99
H -1.96 5.25 1.72
H -2.03 -4.41 -5.02
C 2.53 -1.37 2.43
H 4.22 -3.94 2.68
C 3.97 -4.24 1.66
C 0.09 0.44 4.59
C -3.01 -2.56 -5.72
C -2.76 5.05 3.63
C 0.34 0.78 -3.46
Ru 0.47 -0.90 0.73
H -2.58 3.46 -1.79
C 1.35 -0.26 4.14
C -2.17 -2.85 -3.54
H -0.73 -0.23 4.50
H 1.07 6.35 -0.43
H -0.12 -4.94 -2.56
C -1.49 5.16 -2.35
C -2.15 3.22 2.19
C -2.58 2.30 3.15
H 3.12 -4.97 1.71
H 5.27 -1.29 0.44
H -0.12 1.32 3.95
H -1.53 -5.22 -1.38
N -2.28 -1.45 -1.80
N 0.92 -0.28 -1.49
C 2.65 -3.91 -0.89
C 0.13 0.63 -2.11
H 0.23 0.72 5.66
C -1.78 4.09 -1.55
S 1.70 -0.16 -3.90
H 3.13 -4.90 -0.94
C -2.36 -3.36 -4.81
H 0.57 4.40 0.86
C -1.70 -2.57 -1.35
H -3.52 0.25 -3.80
H 1.61 -4.09 -0.50
C -1.20 -4.82 -2.36
C -2.24 4.56 2.44
H 4.50 -0.86 5.08
```

As for the spin multiplicity: 6. Its molar mass is 825.97 g mol⁻¹. Its expectation value of S² is 8.765. The charge is +1. The frontier orbital gap (spin up / spin down) comes out at 8.285 / 6.167 eV.

***

two) Formula: C32H36N5PRuS3SeSi
Source: the Open Molecules 2025 dataset
Level of theory: the ωB97M-V functional and the def2-TZVPD basis

```
80
Properties=species:S:1:pos:R:3
H -4.26 2.03 -1.87
C -1.10 2.50 -4.19
H 5.08 3.64 1.79
H 3.79 3.19 -0.27
H 1.12 0.92 2.12
H -1.81 6.82 0.15
N -2.70 -0.26 -2.58
N 2.54 -1.85 0.05
H -4.15 -0.16 1.03
H -3.77 -1.39 -0.17
C 3.18 -2.11 1.19
C 3.40 -1.51 -0.95
C 2.28 2.08 0.80
H -1.46 -4.15 3.33
H -3.62 4.29 -2.78
H 3.17 -1.11 -1.91
H 1.44 -5.90 -1.43
H -1.02 -0.44 3.63
P 1.17 2.00 -0.64
C -3.48 2.18 -2.57
C -2.61 1.10 -2.91
C -0.91 -4.57 2.51
C -3.52 -2.69 2.85
H 0.32 6.83 -1.37
H 2.47 -6.50 -0.13
H -1.58 4.50 -4.32
H 0.45 0.31 -5.13
H 2.41 -4.81 -0.58
S 5.03 -1.64 -0.44
H -2.88 -3.02 3.73
H 0.30 -1.44 -4.61
H -0.21 2.57 -4.77
H -3.28 -0.62 -1.82
H -1.48 0.81 2.33
N -0.89 0.01 -3.70
C 2.77 1.61 3.16
C 3.91 2.43 3.11
C -1.81 -0.11 2.93
C 0.75 -5.34 0.55
C -3.06 3.41 -3.06
C 0.02 5.90 -0.84
C -1.15 5.96 -0.05
H -4.37 -2.24 3.37
C 0.37 -0.39 -4.34
C -1.59 -0.90 -2.98
C 1.98 1.49 2.02
C -1.44 1.29 -3.66
S 2.14 1.78 -2.28
C -0.85 3.59 0.46
H 4.57 2.56 3.95
H 1.18 -0.17 -3.59
N -1.03 -2.43 1.24
C 1.83 -5.70 -0.43
C 3.47 2.79 0.69
H -2.66 0.01 0.08
N 0.24 -4.11 0.49
H 2.67 -2.35 2.10
H 2.51 1.03 4.09
C -1.93 3.58 -3.88
H -3.78 -3.64 2.39
H 1.68 4.69 -1.54
C 0.39 -6.28 1.54
H -1.25 2.71 1.01
H -0.55 -6.45 3.46
H 0.86 -7.24 1.40
C -1.57 4.78 0.58
Si -2.41 -1.52 1.86
C -0.60 -3.68 1.45
C 0.74 4.74 -0.98
C -0.39 -5.87 2.58
H -2.38 4.75 1.30
S -0.26 0.56 -0.39
C -3.34 -0.71 0.55
C 4.24 2.98 1.84
H -2.65 0.19 3.58
C 0.29 3.56 -0.34
Ru 0.28 -1.77 -0.21
Se -0.99 -2.66 -2.52
H 5.22 -2.28 1.87
C 4.54 -2.15 1.08
```

As for the spin multiplicity: 6. Its molar mass is 825.97 g mol⁻¹. Its expectation value of S² is 8.767. The charge is +1. The frontier orbital gap (spin up / spin down) comes out at 8.134 / 6.103 eV.

***

Going by the computed energies, the most stable comes first: one), two).

***

one) Formula: C10H16O
Source: the Open Molecules 2025 dataset
Level of theory: the ωB97M-V functional and the def2-TZVPD basis

```
27
Properties=species:S:1:pos:R:3
H -1.38 -1.47 -3.11
H -0.75 2.49 -1.13
C -0.96 3.06 -0.24
H -0.90 4.05 -0.69
C -0.70 -2.26 0.11
C -0.62 -1.69 -1.18
H -1.58 -3.15 -2.20
O 2.61 -1.52 1.48
H 2.50 -2.07 2.27
H 0.79 1.09 1.67
H -2.67 -1.83 -1.90
H -1.68 -2.67 0.32
C 0.02 1.84 1.73
H -1.81 2.74 0.36
C 0.56 -1.04 -1.48
C 0.30 2.96 0.71
H 2.70 -0.71 -0.85
H 0.29 -2.68 2.00
C 1.66 -1.05 -0.61
H -0.09 2.28 2.74
H 1.20 2.67 0.18
H -0.91 1.30 1.55
C -1.65 -2.04 -2.23
C 1.55 -1.64 0.64
H 0.62 -0.35 -2.30
C 0.34 -2.25 1.00
H 0.55 3.93 1.16
```

Its molar mass is 152.24 g mol⁻¹. Its SMILES is Cc1ccc(O)cc1.CCC. The charge is 0. The frontier orbital gap comes out at 9.172 eV.

***

two) Formula: C10H16O
Source: the Open Molecules 2025 dataset
Level of theory: the ωB97M-V functional and the def2-TZVPD basis

```
27
Properties=species:S:1:pos:R:3
H -0.70 -1.37 -0.31
H -0.54 -2.91 -2.72
H -2.34 -2.37 1.74
H -0.60 -2.36 1.57
C 1.07 2.61 1.60
H -2.20 -0.36 -0.02
C -1.42 -1.64 1.69
H -2.09 1.71 0.80
H 2.78 1.29 1.21
H -1.24 -1.32 -2.83
C 1.00 -1.37 -2.58
C -0.46 0.46 0.70
H 1.92 -1.93 -2.88
C -0.34 -1.87 -3.09
H 1.17 -0.42 -3.13
C 0.91 0.39 0.77
C -0.98 1.73 0.83
H 0.99 -1.17 -1.50
H -0.25 -2.06 -4.14
H -0.94 3.67 1.71
C 1.70 1.39 1.27
H 2.44 3.66 2.56
H -1.39 -1.01 2.60
C -1.31 -0.82 0.41
O 1.74 3.78 1.91
C -0.32 2.81 1.43
H 1.40 -0.52 0.41
```

Its molar mass is 152.24 g mol⁻¹. Its SMILES is CCc1ccc(O)cc1.CC. The charge is 0. The frontier orbital gap comes out at 9.345 eV.

***

three) Formula: C10H16O
Source: the Open Molecules 2025 dataset
Level of theory: the ωB97M-V functional and the def2-TZVPD basis

```
27
Properties=species:S:1:pos:R:3
H 1.21 0.46 -3.53
H -1.68 2.51 -0.38
C 0.60 0.34 -1.50
C 1.02 -0.32 -2.78
H 1.85 1.17 1.60
C -0.58 1.06 -1.38
C 0.07 1.94 0.77
C -0.90 -1.65 1.84
H -1.29 0.99 -2.19
H 0.62 -3.01 1.10
H 2.29 -0.33 -0.38
H -0.75 -3.80 1.78
H -1.26 -0.94 1.09
H 1.95 -0.87 -2.64
C 1.20 1.12 0.72
H -1.76 -1.80 2.48
H -2.10 -3.10 -0.29
C -0.48 -2.95 1.15
H -0.60 -3.86 -0.87
H -0.79 -2.14 -0.79
H 0.29 -1.01 -3.22
C -1.02 -3.07 -0.25
O 0.00 2.86 1.78
C -0.83 1.86 -0.26
H -0.12 -1.18 2.44
H -0.84 2.83 2.27
C 1.44 0.33 -0.37
```

Its molar mass is 152.24 g mol⁻¹. Its SMILES is Cc1ccc(O)cc1.CCC. The charge is 0. The frontier orbital gap comes out at 9.425 eV.

***

four) Formula: C10H16O
Source: the Open Molecules 2025 dataset
Level of theory: the ωB97M-V functional and the def2-TZVPD basis

```
27
Properties=species:S:1:pos:R:3
H 1.10 -0.45 0.14
H 0.45 3.93 0.14
C -0.36 -4.13 -1.74
H -1.27 -1.47 -0.07
O 0.93 -1.93 -1.63
H 2.17 4.08 -0.33
H 0.08 -1.52 -1.55
H -0.79 -4.54 -2.66
H -2.79 1.90 2.07
C -1.94 1.39 1.67
H -0.57 3.01 1.93
H -0.21 -5.00 -1.09
C 0.33 1.42 0.79
H -3.03 -0.37 1.09
C -2.09 0.19 1.01
C 0.82 -3.27 -2.12
H -1.17 -3.64 -1.22
H 0.87 -3.18 -3.21
H 1.76 -3.72 -1.79
C -1.06 -0.53 0.41
C 0.20 0.11 0.34
C 1.64 2.18 0.59
H 1.68 4.28 1.27
C 1.48 3.66 0.39
H 2.17 1.83 1.49
C -0.71 2.01 1.52
H 2.01 1.79 -0.37
```

Its molar mass is 152.24 g mol⁻¹. Its SMILES is CCc1ccccc1.CCO. The charge is 0. The frontier orbital gap comes out at 9.853 eV.

***

Going by the computed energies, the most stable comes first: three), one), four), two).